2 unconnected molecules or ions with the total composition C5H14NO2S2 at a distorted geometry, computed with ωB97M-V with the def2-TZVPD basis set.

As for the energy above the lowest of the compared OMol25 structures with the same formula, charge and spin: 300.50 kJ/mol. The total charge is +1. Its energy is -32656.050 eV. The HOMO energy is -13.33 eV. As for the spin multiplicity: 1.

Element x y z (Å)
C 1.48248 -0.71330 -0.62504
C 0.18538 -0.36394 -2.68458
C -0.36351 -2.24199 -1.34741
C -0.97681 2.31793 3.01683
C -0.71265 0.10314 -0.67301
N 0.13377 -0.81632 -1.31104
O 0.85506 1.63700 1.23745
O 1.18975 0.91221 3.57017
S -0.72088 -0.59320 2.03998
S 0.29022 1.20299 2.50524
H 2.19975 -1.35637 -1.04991
H 1.84694 0.37226 -0.66524
H 1.39784 -0.96538 0.41444
H 0.39367 0.76179 -2.78766
H 1.01368 -0.94368 -3.20679
H -0.76223 -0.43207 -3.16221
H -0.03222 -2.84474 -2.10704
H -0.05894 -2.71357 -0.50096
H -1.50972 -2.08560 -1.42411
H -1.29709 1.84238 3.91212
H -0.56679 3.26086 3.35580
H -1.96646 2.43902 2.50687
H -0.20354 1.14689 -0.38200
H -1.81768 0.07371 -0.63190

Here are the Löwdin charges for atoms 1 to 6, given in e: number 1, C, carries 0.008; number 2, C, carries -0.021; number 3, C, carries 0.056; number 4, C, carries -0.191; number 5, C, carries 0.026; number 6, N, carries -0.437

***

2 unconnected molecules or ions with the total composition C5H14NO3 at a distorted geometry, computed with ωB97M-V with the def2-TZVPD basis set.

As for the energy above the lowest of the compared OMol25 structures with the same formula, charge and spin: 221.29 kJ/mol. The total charge is -1. Its energy is -13043.159 eV. The HOMO energy is -2.87 eV. As for the spin multiplicity: 1.

Element x y z (Å)
C -0.63406 1.15848 0.60962
N -1.34352 0.01237 -0.03749
C -2.53889 0.50373 -0.95010
O -2.07573 0.73557 -2.10922
C 0.69321 0.62163 1.06687
C 1.67047 0.20547 -0.08771
C 2.88169 1.12413 -0.21889
O 2.18015 -1.17037 0.03488
H -0.48162 2.07878 -0.13657
H -1.19827 1.65720 1.38733
H -0.61247 -0.27537 -0.68575
H -2.93210 1.44856 -0.38910
H -3.20480 -0.39816 -0.80409
H 0.55975 -0.33781 1.56856
H 1.18518 1.30887 1.76345
H 1.15822 0.04880 -1.09392
H 2.78770 2.14601 -0.61866
H 3.43836 1.37562 0.75523
H 3.64237 0.81729 -1.07155
H 2.32767 -1.42211 0.94789
H -1.68557 -1.96374 1.19862
H -0.22308 -2.62258 0.99656
O -1.07832 -2.76877 1.31505

Here are the Löwdin charges for atoms 1 to 6, given in e: number 1, C, carries -0.286; number 2, N, carries -0.076; number 3, C, carries -0.593; number 4, O, carries -0.283; number 5, C, carries -0.178; number 6, C, carries -0.396

***

3 unconnected molecules or ions with the total composition C5H14NO4 at a distorted geometry, computed with ωB97M-V with the def2-TZVPD basis set.

As for the energy above the lowest of the compared OMol25 structures with the same formula, charge and spin: 193.74 kJ/mol. The total charge is -1. Its energy is -15092.911 eV. The HOMO energy is -4.12 eV. As for the spin multiplicity: 1.

Element x y z (Å)
C -1.74959 -1.32169 -0.29446
N -1.18353 -0.67721 0.75969
C 1.93272 0.94548 2.17322
C 0.42362 0.79981 1.87161
C 0.18828 -0.19498 0.71216
C 0.49328 0.49248 -0.67995
O 0.53009 -0.41466 -1.64653
O -2.89351 -1.79698 -0.17035
H -1.19363 -1.43061 -1.25650
H -1.64755 -0.68400 1.64322
H 2.37901 -0.01242 2.53747
H 2.48990 1.21765 1.26707
H 2.12163 1.72117 2.86653
H -0.00439 1.75586 1.61405
H -0.12552 0.44882 2.74668
H 0.84651 -1.10331 0.81746
H -0.33995 1.17517 -0.89810
H 1.39032 1.08022 -0.58302
H -1.12777 2.32642 -0.67692
H -0.39362 3.54620 -1.23596
O -1.21394 3.29031 -0.76243
H 1.70530 -1.22895 -1.52000
H 2.37553 -2.43254 -2.27035
O 2.58725 -1.82441 -1.55381

Here are the Löwdin charges for atoms 1 to 6, given in e: number 1, C, carries -0.321; number 2, N, carries 0.058; number 3, C, carries -0.103; number 4, C, carries -0.208; number 5, C, carries -0.301; number 6, C, carries -0.387

***

A molecular structure, C5H14NORb at a distorted geometry, computed with ωB97M-V with the def2-TZVPD basis set.

As for the energy above the lowest of the compared OMol25 structures with the same formula, charge and spin: 487.91 kJ/mol. The total charge is +2. Its energy is -9584.735 eV. The HOMO energy is -17.47 eV. As for the spin multiplicity: 1.

Element x y z (Å)
Rb -0.41135 3.23947 -1.17117
C -0.09728 -0.34016 2.09549
N -0.23007 0.05999 0.58101
C -1.38279 -0.76857 0.02445
C -0.57904 1.56651 0.42321
C 1.11090 -0.22697 -0.10413
C 1.11342 -0.46272 -1.64864
O 0.53205 -1.63549 -2.07373
H -0.88911 0.09955 2.70191
H 0.84766 0.01897 2.50320
H 0.10530 -1.40527 2.20776
H -1.04963 -1.80356 -0.05231
H -1.70204 -0.34461 -0.92763
H -2.12607 -0.81029 0.82062
H 0.35147 1.95939 0.83298
H -1.44936 1.73442 1.05760
H -0.85475 1.82229 -0.59985
H 1.43853 -1.15796 0.35847
H 1.88341 0.44986 0.26092
H 2.12870 -0.54466 -2.03671
H 0.65673 0.33522 -2.23416
H 0.60332 -1.78543 -3.01928

Here are the Löwdin charges for atoms 1 to 6, given in e: number 1, Rb, carries 1.357; number 2, C, carries 0.052; number 3, N, carries -0.317; number 4, C, carries 0.040; number 5, C, carries -0.222; number 6, C, carries -0.060

***

2 unconnected molecules or ions with the total composition C5H14NOS at a distorted geometry, computed with ωB97M-V with the def2-TZVPD basis set.

As for the energy above the lowest of the compared OMol25 structures with the same formula, charge and spin: 210.81 kJ/mol. The total charge is -1. Its energy is -19784.070 eV. The HOMO energy is -2.68 eV. As for the spin multiplicity: 1.

Element x y z (Å)
C -0.07812 -2.88177 0.16408
N 0.39644 -2.06363 -1.05598
C -0.21197 -0.69030 -1.08851
C 0.62908 0.49471 -1.37677
S -0.36943 2.17535 -1.35258
C 0.81148 -2.76625 1.39942
C 1.13046 -1.28540 1.65097
H 0.07872 -3.98190 -0.15886
H -1.17805 -2.75473 0.28828
H 1.46086 -2.08182 -0.99725
H -0.82022 -0.47480 -0.12445
H -1.09483 -0.68997 -1.77009
H 1.55571 0.67907 -0.78220
H 0.98235 0.52498 -2.37720
H 1.69610 -3.37244 1.38010
H 0.41977 -3.28818 2.40202
H 1.55660 -0.75822 0.88644
H 0.26068 -0.63726 1.64351
H 1.75719 -1.09125 2.56206
H -1.51730 4.91537 2.02660
H -1.58645 3.49894 1.51632
O -1.76512 3.99076 2.25534

Here are the Löwdin charges for atoms 1 to 6, given in e: number 1, C, carries -0.252; number 2, N, carries -0.087; number 3, C, carries -0.398; number 4, C, carries -0.699; number 5, S, carries 0.000; number 6, C, carries -0.268